DFT (ωB97M-V/def2-TZVPD) results for a single C5H9NO molecule at a distorted geometry.

Output
**ΔE to the lowest compared entry with this formula, charge and spin**: 103.2 kJ/mol
**HOMO**: -9.28 eV
**E_LUMO**: 0.878 eV
**Largest force on an atom**: 1.0 eV/Å
**Orbital gap**: 10.15 eV
**Structure (SMILES)**: C[C@H]1CN(C)C1=O
**Total energy**: -325.8982 a.u.

Positions of all 16 atoms, in Å:
C -0.51660 -1.22227 -1.76859
C 0.52618 -0.54322 -0.90902
C 0.25810 0.93776 -0.52000
N 0.15976 0.48046 0.84534
C -0.13110 1.11285 2.09033
C 0.36272 -0.83544 0.58822
O 0.33379 -1.81412 1.30127
H -1.51993 -1.00380 -1.38473
H -0.37634 -2.30601 -1.74127
H -0.46061 -0.88652 -2.80720
H 1.54371 -0.72201 -1.26386
H 1.07281 1.64763 -0.70837
H -0.69213 1.35369 -0.87209
H 0.79636 0.98411 2.64741
H -0.34324 2.17786 1.95775
H -1.01347 0.63902 2.54479

Atomic forces in eV per Å
-0.09 -0.07 -0.11
0.05 -0.12 -0.25
-0.04 0.15 -0.25
-0.20 -0.24 0.04
0.10 0.11 0.08
-0.10 -0.13 0.04
0.11 0.32 -0.25
0.11 -0.04 -0.09
-0.03 0.11 -0.04
-0.03 -0.05 0.07
-0.08 0.01 -0.02
-0.10 -0.12 0.01
0.13 -0.06 -0.24
-0.43 0.23 0.87
0.12 -0.19 -0.09
0.48 0.10 0.21

***

DFT (ωB97M-V/def2-TZVPD) results for a molecular structure, C21H21BCrF4N2O13 at a distorted geometry.

Output
**ΔE to the lowest compared entry with this formula, charge and spin**: 352.5 kJ/mol
**HOMO (spin up / spin down)**: -5.65 / -5.63 eV
**<S²>**: 3.80
**E_LUMO (spin up / spin down)**: -0.452 / -0.482 eV
**Multiplicity**: 4
**Largest force on an atom**: 6.3 eV/Å
**Orbital gap (spin up / spin down)**: 5.19 / 5.15 eV
**Total energy**: -3368.8992 a.u.
**Charge**: -1

Positions of all 63 atoms, in Å:
Cr -1.65736 0.52515 -0.77147
N -4.62782 1.07798 0.82059
O -4.90955 1.22236 1.98334
O -3.64966 0.56383 0.30499
O -5.37436 1.62238 0.02540
N -3.09438 2.74715 -2.75678
O -4.22131 3.12697 -2.55245
O -2.61164 2.91371 -3.84555
O -2.50758 1.99589 -1.96637
C 0.72173 0.32932 -3.26064
O 0.25398 1.59800 -3.62199
O -0.12512 -0.02465 -2.16571
C 0.60256 -0.62391 -4.51850
F 0.88045 -1.89837 -4.31972
F -0.64228 -0.63438 -5.03362
F 1.32647 -0.20408 -5.51434
C 1.22169 2.63716 -3.66797
C 0.97559 3.57478 -2.39196
H 0.81680 3.14159 -1.40442
H 1.57581 4.47451 -2.25659
H 0.00283 4.04575 -2.53351
H 1.04003 3.32042 -4.49759
H 2.29164 2.45252 -3.76393
H 1.78715 0.24354 -3.04699
B -0.55173 1.66196 0.51560
H -0.48316 1.98167 -0.51266
H -1.59338 1.52182 0.75971
H -0.09414 0.68503 0.53703
H -0.06422 2.44821 1.07093
C 2.81978 3.00312 0.68481
C 3.01851 2.48988 2.05719
O 2.22988 3.39054 2.76402
C 1.93166 4.50201 2.03092
O 1.35915 5.54908 2.40843
O 2.50196 4.31773 0.86610
F 4.33145 2.59376 2.25950
H 2.09431 2.43030 0.10715
H 3.73872 2.90561 0.10674
H 2.73033 1.43900 2.08392
C -0.67449 -5.06655 -1.50949
C -0.08614 -6.08037 -0.77494
C 0.19255 -5.87364 0.56270
C -0.17928 -4.63899 1.20402
C -0.75359 -3.55221 0.49880
C -1.03280 -3.83250 -0.89371
C -0.95773 -2.20442 1.04018
O -1.31306 -1.25817 0.30552
C -0.36978 -1.98114 2.39937
C -0.45147 -0.72500 2.97845
C -0.01937 -0.50264 4.32496
C 0.57226 -1.53974 5.07402
C 0.70320 -2.81294 4.41848
C 0.17914 -3.04781 3.09411
C 0.11719 -4.37879 2.67444
O 0.44565 -5.35603 3.39978
H -0.77641 -5.06154 -2.58465
H 0.19691 -7.06330 -1.12156
H 0.66796 -6.65477 1.13734
H -1.44651 -3.05075 -1.51348
H -0.98641 0.07874 2.49445
H -0.11012 0.50351 4.70682
H 0.91093 -1.43460 6.09414
H 1.12659 -3.61370 5.00663

Atomic forces in eV per Å
-0.57 0.90 -3.28
-3.87 4.19 -1.80
1.61 -1.61 3.06
5.17 -3.63 -0.24
-1.52 0.28 -1.66
-2.48 -0.27 -2.70
-1.05 0.78 1.77
2.13 0.77 -1.84
2.29 -2.64 3.71
-2.82 -0.11 1.48
2.14 0.07 -1.24
-0.11 -1.19 0.18
-3.02 0.67 0.61
0.89 -1.03 0.91
-0.82 0.18 0.45
2.11 0.91 -1.03
-0.52 2.57 1.97
-1.00 0.25 -0.60
0.59 -0.63 -0.33
0.82 -0.31 -0.36
-0.36 -0.22 -0.34
-0.47 -0.38 -0.31
-0.04 -1.24 0.17
0.30 0.54 0.58
0.89 0.33 0.97
0.33 1.37 -3.99
-3.88 0.05 1.81
2.29 -3.37 0.55
1.35 2.60 2.04
0.74 -1.98 -2.32
-1.39 -0.22 -2.24
-0.55 -0.34 2.46
-1.15 3.71 1.72
2.11 -4.51 -1.13
-0.83 2.29 -1.79
1.76 0.20 1.89
-0.53 0.34 0.23
0.12 0.28 0.13
-0.30 0.16 1.05
-0.40 2.11 0.46
0.24 -0.01 0.81
-0.99 1.80 1.12
0.23 0.19 0.36
-0.50 -2.49 -2.76
0.87 -0.55 0.90
1.26 1.42 -0.74
-0.23 -1.60 0.90
-1.03 0.66 -0.59
-0.02 0.28 1.92
0.37 -0.80 -1.04
-0.38 -1.09 -2.47
-0.98 1.54 -0.06
0.84 2.39 3.91
1.64 -5.58 -0.91
-0.97 2.29 -1.39
-0.21 -0.53 -0.05
-0.07 0.14 -0.72
-0.04 0.14 0.24
-0.01 0.08 -0.02
0.17 -0.03 -0.25
-0.14 -0.02 0.22
0.00 0.17 -0.03
-0.03 -0.27 -0.35

***

DFT (ωB97M-V/def2-TZVPD) results for 10 unconnected molecules or ions with the total composition C40H70N10 at a distorted geometry.

Output
**ΔE to the lowest compared entry with this formula, charge and spin**: 257.3 kJ/mol
**HOMO (spin up / spin down)**: -12.97 / -12.91 eV
**<S²>**: 0.76
**E_LUMO (spin up / spin down)**: -3.139 / -10.621 eV
**Multiplicity**: 2
**Largest force on an atom**: 5.2 eV/Å
**Orbital gap (spin up / spin down)**: 9.83 / 2.29 eV
**Total energy**: -2113.0762 a.u.
**Charge**: +1

Positions of all 120 atoms, in Å:
C -4.05911 4.79492 -5.61717
C -2.67218 4.54609 -6.28219
C -2.36747 3.08924 -6.58512
C -1.81065 2.33593 -5.40322
N -1.43600 1.73309 -4.44997
H -4.22737 5.80605 -5.98785
H -4.09542 4.79732 -4.52778
H -4.87704 4.19567 -6.01716
H -1.81867 4.94224 -5.73202
H -2.48855 5.03668 -7.23807
H -1.60454 2.89859 -7.33990
H -3.20778 2.58508 -7.06241
C 0.21340 1.41863 -0.00950
C -0.62344 0.45420 -0.89777
C -0.46352 -1.00151 -0.49241
C -0.53831 -1.32628 0.96511
N -0.72208 -1.53135 2.14084
H 0.22781 2.32526 -0.61439
H 1.15900 0.93670 0.23888
H -0.09718 1.67672 1.00294
H -0.39873 0.55590 -1.95950
H -1.68356 0.57256 -0.67365
H 0.55961 -1.16822 -0.82932
H -1.16483 -1.70982 -0.93352
C 2.39149 -5.39264 3.84142
C 2.71374 -3.89594 4.02745
C 2.49579 -2.99451 2.78140
C 3.63675 -3.04018 1.80010
N 4.52456 -3.10180 1.06225
H 1.47310 -5.66310 3.32036
H 2.31995 -5.95490 4.77247
H 3.16940 -5.89177 3.26366
H 3.74383 -3.81525 4.37459
H 2.05352 -3.57477 4.83309
H 2.46872 -1.94876 3.08764
H 1.51643 -3.25070 2.37728
C 4.62798 8.04880 -2.99482
C 3.97315 6.97196 -2.20772
C 3.73308 5.59284 -2.94600
C 3.22971 4.58209 -1.98193
N 2.80015 3.70416 -1.28917
H 4.90481 8.86273 -2.32474
H 3.99415 8.52036 -3.74581
H 5.50012 7.70644 -3.55182
H 2.97433 7.20199 -1.83685
H 4.58030 6.74254 -1.33203
H 4.67486 5.32528 -3.42512
H 3.11650 5.82640 -3.81398
C -1.45876 -4.66317 3.22064
C -0.97470 -3.89143 4.37362
C -1.18551 -4.79487 5.65606
C -0.89758 -4.20176 6.97200
N -0.63795 -3.79250 8.04012
H -2.50476 -4.95384 3.31813
H -0.75448 -5.48421 3.08655
H -1.26530 -4.12132 2.29485
H -1.60582 -3.01463 4.51860
H 0.06304 -3.55995 4.33746
H -0.57097 -5.69509 5.64903
H -2.23898 -5.06965 5.70883
C -0.28186 5.70631 -0.32231
C 0.00336 4.72655 0.86942
C 0.58816 5.53868 2.11579
C 1.89272 6.04311 1.75585
N 2.94678 6.27418 1.35527
H 0.64225 5.88803 -0.87102
H -0.58198 6.73138 -0.10492
H -0.99034 5.24044 -1.00723
H 0.46438 3.75882 0.67176
H -0.96163 4.24783 1.03589
H 0.70535 4.94818 3.02446
H -0.00753 6.42757 2.32349
C 3.08876 0.09020 -3.85296
C 4.04018 -0.47985 -2.88739
C 4.50391 0.38311 -1.62831
C 5.48488 1.37377 -2.06471
N 6.20021 2.15677 -2.48907
H 3.25363 -0.30855 -4.85392
H 3.30751 1.14959 -3.98689
H 2.05318 0.05802 -3.51437
H 4.86800 -0.86794 -3.48086
H 3.59867 -1.32836 -2.36470
H 5.04130 -0.29567 -0.96607
H 3.70155 0.93094 -1.13416
C -2.06079 1.73149 4.10398
C -2.68187 1.38747 2.70375
C -3.69481 2.41930 2.07112
C -4.49595 2.06505 0.89710
N -5.06769 1.73649 -0.05967
H -1.42555 2.61137 4.00208
H -1.49478 0.87240 4.46410
H -2.81017 1.91592 4.87373
H -3.09124 0.37874 2.64917
H -1.82875 1.23481 2.04270
H -3.26683 3.41698 1.97328
H -4.52358 2.60518 2.75426
C -4.01376 -4.60320 0.71850
C -3.59530 -3.08921 0.67963
C -4.73539 -2.10963 0.72940
C -5.85102 -2.25856 -0.22232
N -6.74658 -2.30905 -0.97900
H -3.11257 -5.14910 0.43931
H -4.85111 -4.79951 0.04887
H -4.29544 -5.05312 1.67052
H -3.10671 -2.82641 -0.25863
H -2.90546 -2.66961 1.41185
H -4.44026 -1.06939 0.86684
H -5.17714 -2.34764 1.69703
C 1.97140 -6.86650 -0.23958
C 0.46005 -6.90229 0.05942
C -0.37634 -6.51007 -1.22856
C -0.24997 -5.12610 -1.56597
N -0.13462 -4.00451 -1.85354
H 2.46565 -6.87761 0.73186
H 2.13319 -5.92556 -0.76546
H 2.35531 -7.70182 -0.82520
H 0.10568 -6.16315 0.77790
H 0.13807 -7.91434 0.30472
H -1.43953 -6.72552 -1.12221
H -0.10554 -7.04932 -2.13629

Atomic forces in eV per Å
0.95 1.10 -1.18
0.53 -0.72 0.03
1.01 -1.40 0.50
0.06 -2.00 2.88
-1.16 2.31 -3.45
-0.67 0.23 0.56
0.29 -0.17 -0.15
0.28 -0.25 -0.03
-0.28 0.07 0.63
-0.97 0.31 -0.14
0.35 0.69 -0.14
-0.33 -0.24 0.68
-1.21 -0.33 -1.35
1.64 1.36 1.53
-1.46 -2.16 2.67
-0.35 0.40 1.84
0.82 0.70 -3.97
1.03 0.01 0.30
0.76 0.30 -0.67
-0.90 -0.30 -0.07
-0.24 0.14 0.08
-0.94 0.19 -0.11
0.72 -0.45 -0.32
0.31 -0.04 -0.55
0.50 -0.47 -0.56
-0.38 -0.76 0.04
1.07 -0.07 0.37
-0.57 -0.63 -0.08
-0.77 0.20 0.59
-0.30 0.62 -0.16
0.22 0.37 0.27
0.17 0.03 -0.05
-0.08 0.15 0.06
0.19 0.53 -0.04
-0.18 0.04 0.18
0.17 0.02 -0.61
-0.02 0.84 -0.78
-0.69 -2.02 0.66
0.91 1.58 0.31
-1.73 -3.64 1.56
1.83 3.92 -2.89
0.25 -0.08 -0.02
-0.32 -0.17 -0.05
0.22 -0.07 0.28
0.12 0.65 0.16
-0.04 0.05 0.11
0.15 -0.69 0.46
-0.76 -0.60 0.31
1.13 -0.37 -1.46
-0.49 0.17 2.81
0.11 0.71 0.13
0.85 1.28 2.29
-0.68 -0.92 -2.70
0.22 -0.18 -0.18
-0.57 -0.77 0.13
-0.57 0.32 -0.17
0.16 0.23 0.06
-0.11 -0.10 -0.26
-0.12 -0.17 -0.45
-0.01 -0.29 -0.19
1.42 -0.98 -0.33
-1.32 1.29 0.54
-0.67 -0.78 -0.95
1.25 -0.40 -0.67
-0.34 0.27 0.25
0.13 -0.29 -0.21
-0.50 -0.32 0.75
-0.03 0.19 -0.04
1.48 0.99 -0.45
-0.70 0.70 1.13
-0.21 -0.05 -0.02
-0.45 -0.29 0.09
-0.53 1.67 -0.56
0.52 -0.82 1.80
0.85 -0.24 -1.57
-0.79 -0.31 0.15
0.64 0.63 -0.28
-0.52 -0.36 0.14
0.00 0.31 -0.02
-0.11 -0.24 -0.31
0.49 0.15 0.67
-0.08 -0.46 -0.29
-0.34 0.03 0.30
-0.20 -0.26 0.03
-1.00 -0.18 -0.92
0.10 -0.03 -0.40
-0.43 0.04 1.26
0.60 -0.92 -1.68
0.65 0.41 1.31
0.07 -0.08 0.17
0.23 0.11 -0.19
-0.13 0.16 -0.16
-0.61 0.03 0.58
0.12 0.52 -0.34
0.26 -0.10 -0.38
0.18 -0.07 0.82
1.04 0.90 0.13
-0.19 0.16 -1.08
-1.68 -0.33 1.54
-1.61 0.26 -2.02
2.33 -0.04 1.97
-0.22 -0.30 -0.40
0.28 0.09 -0.28
-0.07 0.68 0.34
0.36 -0.79 -0.44
0.07 -0.94 0.53
0.09 0.08 -0.63
-0.53 0.23 0.27
-0.94 0.53 0.79
-0.64 -0.27 -2.16
0.07 -1.08 0.28
0.29 2.68 -0.59
-0.20 -1.43 0.68
0.41 0.18 -0.20
0.63 -0.02 0.09
-0.35 0.03 -0.06
0.48 -0.29 0.51
-0.06 0.17 0.41
-0.09 0.02 0.31
0.37 -0.32 0.11

***

DFT (ωB97M-V/def2-TZVPD) results for a molecular structure, C11H22CrN6O5 at a distorted geometry.

Output
**ΔE to the lowest compared entry with this formula, charge and spin**: 5.6 kJ/mol
**HOMO (spin up / spin down)**: -7.06 / -8.98 eV
**<S²>**: 3.97
**E_LUMO (spin up / spin down)**: -3.415 / -3.434 eV
**Multiplicity**: 4
**Largest force on an atom**: 3.5 eV/Å
**Orbital gap (spin up / spin down)**: 3.65 / 5.54 eV
**Total energy**: -2181.1381 a.u.
**Charge**: +1

Positions of all 45 atoms, in Å:
O -1.24849 0.82167 3.36967
H -0.97225 0.72608 4.28979
Cr 0.23318 -0.88689 0.08732
N -0.94781 -2.31796 -0.70542
N -0.94465 0.12000 -1.17711
O -1.14844 -3.37163 0.02885
O -0.69146 1.43069 -1.63167
C -1.74559 -1.98704 -1.73434
C -1.70098 -0.59011 -2.01508
C -2.53754 -2.99079 -2.47947
C -2.26599 0.08984 -3.19127
H -2.59424 -3.93104 -1.91893
H -2.05524 -3.17055 -3.45089
H -3.54819 -2.60990 -2.66871
H -1.62317 0.92056 -3.48607
H -3.26022 0.50347 -2.99718
H -2.35751 -0.60914 -4.02205
H -1.06658 -2.31041 1.42240
H -0.12653 1.80668 -0.91795
O 1.89262 -0.55157 -1.35554
H 2.41836 -1.37111 -1.41535
H 1.69686 -0.25945 -2.26621
C -2.44023 1.40099 2.92921
H -2.41476 2.49413 3.07500
H -3.32156 0.91579 3.37431
H -2.43084 1.19918 1.84908
O -1.02265 -1.31376 1.66069
H -0.88139 0.02492 2.86676
H -1.98339 -1.07564 1.62456
N 3.39845 -0.50887 2.57377
C 3.27006 -1.87562 2.80572
C 2.14431 -2.26365 2.14667
N 1.61369 -1.17722 1.48870
C 2.36089 -0.10213 1.78856
C 1.95436 1.23710 1.40919
N 0.76439 1.53659 0.85744
C 0.72113 2.91571 0.76608
C 1.89603 3.45831 1.21793
N 2.67085 2.38661 1.63222
H 4.16676 0.09318 2.86778
H 3.96902 -2.43267 3.40671
H 1.66464 -3.22063 2.10203
H -0.14872 3.44287 0.41705
H 2.22916 4.48940 1.26404
H 3.63231 2.41723 1.99336

Atomic forces in eV per Å
2.97 -1.70 0.45
-0.45 0.46 0.49
-0.95 1.17 -1.62
0.40 1.44 -0.05
-0.32 -0.46 -0.42
0.19 -0.03 0.35
0.13 -0.08 0.75
0.68 0.03 0.83
1.32 0.49 0.48
-0.53 -0.06 -0.13
-0.44 -0.08 -0.87
0.02 0.29 -0.16
-0.20 -0.10 0.16
0.11 -0.26 -0.04
-0.15 -0.17 -0.05
0.06 -0.04 0.06
-0.09 0.03 -0.03
0.12 -0.18 -0.22
-0.29 -0.52 -0.43
-0.22 -0.45 -0.06
-0.18 0.50 -0.09
0.03 -0.26 0.53
-2.20 0.89 -1.30
0.06 -0.66 0.14
0.40 0.30 0.05
-0.12 0.28 0.27
-1.94 0.34 1.15
-0.20 0.16 -0.43
0.85 -0.40 -0.56
1.34 0.71 0.57
-0.35 -0.36 -0.08
0.71 0.41 0.36
-0.56 -1.02 -0.14
-0.60 2.53 -0.77
1.27 -2.10 1.05
-0.87 -0.87 -0.24
0.98 0.32 0.49
-0.71 0.17 -0.22
1.31 0.21 0.49
-0.47 -0.64 -0.09
-0.04 0.09 -0.05
0.07 -0.27 -0.05
-0.06 0.07 -0.17
-0.07 -0.36 0.04
-1.01 0.18 -0.45

***

DFT (ωB97M-V/def2-TZVPD) results for a molecular structure, C8H22AgBrN2O2 at a distorted geometry.

Output
**ΔE to the lowest compared entry with this formula, charge and spin**: 0.0 kJ/mol
**HOMO**: -7.50 eV
**E_LUMO**: 0.510 eV
**Largest force on an atom**: 2.6 eV/Å
**Orbital gap**: 8.02 eV
**Total energy**: -3298.9570 a.u.

Positions of all 36 atoms, in Å:
Ag 0.75210 -0.53138 -0.79812
Br 2.62189 0.96887 -2.37418
C -1.32003 -2.49851 -0.07395
C -1.33277 -2.42139 -1.63066
C -2.05427 -1.15403 -2.14665
O -1.27185 -0.04938 -1.83353
C -1.65627 1.17791 -2.40849
N 0.08557 -2.52464 -2.09058
H -0.35421 -2.70259 0.37935
H -2.01113 -3.29144 0.23841
H -1.82991 -1.63208 0.35662
H -1.86265 -3.31375 -1.97832
H -3.11428 -1.15560 -1.86751
H -2.02171 -1.23176 -3.25379
H -1.60488 1.10026 -3.49792
H -1.09529 1.98406 -1.94961
H -2.71085 1.42573 -2.20698
H 0.09162 -2.53399 -3.10896
H 0.34339 -3.46220 -1.79737
C 2.93572 1.41870 2.95766
C 1.73647 0.81706 2.20100
C 1.00648 1.89907 1.41901
O -0.13016 1.30874 0.76997
C -1.35615 1.64418 1.40480
N 2.25038 -0.25050 1.30009
H 2.65389 2.28989 3.56131
H 3.70952 1.77843 2.27360
H 3.44747 0.72395 3.62623
H 1.09320 0.36585 2.95942
H 1.56673 2.30287 0.56634
H 0.77427 2.77927 2.02370
H -1.56714 2.70750 1.23754
H -1.29793 1.48454 2.48500
H -2.16284 1.06854 0.95534
H 2.68946 0.23545 0.51214
H 2.99615 -0.72765 1.78910

Atomic forces in eV per Å
1.37 0.23 -0.26
-0.49 -0.32 0.61
-1.61 -0.23 -0.28
0.12 -0.16 0.91
1.17 -1.43 -1.84
-0.61 0.54 1.09
-1.19 0.07 -0.20
-1.12 0.11 0.07
0.12 0.24 -0.06
0.32 -0.23 -0.06
0.66 0.31 0.06
-0.36 0.30 -0.22
0.16 0.40 0.47
-0.38 -0.09 0.14
0.53 0.33 0.00
0.56 -0.16 -0.34
-0.01 -0.34 0.23
0.26 0.15 0.08
0.50 0.14 -0.08
0.09 0.78 0.09
1.60 0.13 0.40
-0.05 -0.49 -1.03
-0.55 0.39 0.58
0.30 0.40 -0.19
-0.74 0.81 -0.30
-0.11 -0.15 0.03
-0.17 -0.04 -0.21
-0.30 -0.24 -0.04
-0.36 -0.01 -0.24
0.59 -0.31 0.28
-0.41 -0.27 0.26
-0.08 -0.02 0.05
-0.13 -0.21 0.00
0.10 -0.18 0.06
0.25 -0.16 0.05
-0.02 -0.30 -0.10

***

Number 3 is which compound? C40H70N10